Density functional theory data (ωB97M-V/def2-TZVPD) for a gas-phase ion, C5H10NO (charge -1) at a distorted geometry.

Results
Charge: -1
2S+1: 1
Molar mass, g/mol: 100.1
Electronic energy, a.u.: -326.37047
LUMO level, Eh: 0.120
Energy relative to the best compared isomer or geometry (same formula, charge and spin), kJ/mol: 301.5
Maximum force, hartree/bohr: 0.1120
SMILES: C=NCCCC[O-]

Each line ends with the Löwdin charge.
CARTESIAN COORDINATES (ANGSTROEM)
N1 -0.27593 -1.12535 -2.34345  -0.0470
O1 1.10283 2.07580 2.78424  -0.4043
C1 -0.70380 -0.48271 -0.99502  -0.2834
C2 -1.24961 -1.85565 -2.80981  -0.1584
H1 -2.30063 -2.22319 -2.42678  0.0928
H2 -1.16138 -1.92398 -3.95099  0.0584
H3 0.56745 0.01518 3.09746  0.0945
H4 1.80492 0.26365 1.91736  0.0645
H5 0.86952 0.90915 -0.90915  0.1303
H6 1.16212 -0.78814 -0.00045  0.0928
C3 0.52407 0.03972 -0.24122  -0.1991
H7 -1.16695 -1.38052 -0.51131  0.0871
C4 0.88458 0.81999 2.22081  -0.5996
H8 -1.71338 0.13612 -1.28014  0.1542
H9 -0.65580 1.54176 1.07070  0.1167
H10 -0.93328 -0.04778 1.33382  0.0961
C5 -0.01587 0.60678 1.12353  -0.2955